No. 1
C9H9FeNO6 | the ωB97M-V functional and the def2-TZVPD basis

multiplicity	6
HOMO level (spin up / spin down)	-19.40 / -23.40	eV
ΔE to the lowest compared entry with this formula, charge and spin	125.4	kcal/mol
Kohn-Sham gap (spin up / spin down)	6.936 / 7.488	eV
LUMO energy (spin up / spin down)	-12.463 / -15.914	eV
charge	+3

Last column: Mulliken spin population.
CARTESIAN COORDINATES (ANGSTROEM)
O 0.18607 -0.12268 -5.72083  0.071
C 0.18687 -0.12220 -4.56627  -0.003
Fe 0.17258 -0.11945 -2.57642  3.489
O -1.23258 -2.52823 -1.94672  0.068
C -0.68034 -1.55511 -2.25484  0.029
C 1.02972 1.32731 -2.25153  0.044
O 1.62180 2.28141 -1.94912  0.062
C -1.27822 0.74319 -2.36888  0.046
O -2.28359 1.32479 -2.29784  0.068
C 1.61493 -0.96288 -2.22749  0.012
O 2.57373 -1.53702 -1.95766  0.056
C -0.30423 0.20140 3.50798  0.014
N 0.21879 -0.15485 2.14422  0.619
C 1.43937 -1.00233 2.07675  0.011
C -0.29995 0.20233 0.92842  -0.028
C -1.56641 1.08863 0.99084  0.002
O 0.32126 -0.22083 -0.04794  0.259
H 0.42358 -0.30434 4.19551  0.003
H -1.34958 -0.18073 3.61445  0.042
H -0.31339 1.31367 3.61826  0.042
H 1.17125 -1.88752 1.45567  0.043
H 2.17374 -0.44053 1.45567  0.043
H 1.70793 -1.18806 3.14130  0.004
H -1.31233 2.03739 0.46290  0.000
H -2.38205 0.49841 0.51026  0.000
H -1.83896 1.30821 2.06332  0.005


No. 2
C9H9N2O2 | the ωB97M-V functional and the def2-TZVPD basis

multiplicity	1
HOMO level	-2.33	eV
ΔE to the lowest compared entry with this formula, charge and spin	23.6	kcal/mol
Kohn-Sham gap	5.637	eV
LUMO energy	3.310	eV
charge	-1

Last column: Mulliken charge in e.
CARTESIAN COORDINATES (ANGSTROEM)
C 2.17731 -0.90576 0.72454  -0.652
C 0.83361 -1.30721 1.06530  -0.955
C 2.49752 0.10100 -0.22074  -0.645
C -0.26898 -0.71620 0.42875  -0.353
C 1.36305 0.66852 -0.82735  0.637
C 0.02511 0.24120 -0.53795  0.530
C 1.25078 1.69260 -1.80820  -1.002
C -0.06168 1.87212 -2.15509  -0.136
C -0.81132 0.90060 -1.42881  -0.935
N -4.29849 -0.74326 -0.14099  -0.219
N -4.58216 -1.27758 -1.10251  0.736
O -4.94391 -1.85372 -2.10048  -0.521
O 0.49328 -0.31983 4.15497  -0.693
H 2.88359 -1.55536 1.14946  0.440
H 0.56773 -1.85544 1.93539  0.706
H 3.51144 0.55205 -0.38498  0.285
H -1.24733 -1.12724 0.40727  0.366
H -0.30113 -0.42051 3.58043  0.333
H 1.92932 2.47619 -2.16244  0.292
H 1.27548 -0.14632 3.67023  0.324
H -0.36162 2.63262 -2.92629  0.335
H -1.93161 1.09153 -1.32051  0.129


No. 3
C9H9N3 | the ωB97M-V functional and the def2-TZVPD basis

multiplicity	1
HOMO level	-8.35	eV
ΔE to the lowest compared entry with this formula, charge and spin	43.2	kcal/mol
Kohn-Sham gap	8.384	eV
LUMO energy	0.039	eV
SMILES	CNc1ccc2ncncc2c1

Last column: Mulliken charge in e.
CARTESIAN COORDINATES (ANGSTROEM)
C 1.00371 -0.61544 3.18706  -0.903
N -0.19452 -0.94635 2.47792  -0.297
C -0.33300 -0.62003 1.09796  0.485
C -1.63994 -0.66386 0.47516  -0.477
C -1.91565 -0.25188 -0.81357  -0.714
C -0.84844 0.09116 -1.71416  0.296
N -1.08855 0.55530 -2.97680  -0.624
C -0.13398 1.11313 -3.55501  -0.066
N 1.11280 1.39479 -3.10176  -0.589
C 1.43540 0.88409 -1.87325  -0.291
C 0.44610 0.17005 -1.09424  0.536
C 0.65116 -0.06243 0.28544  -0.364
H 1.52401 0.27170 2.75657  0.296
H 1.70316 -1.44330 3.38336  0.244
H 0.65598 -0.34417 4.18087  0.357
H -0.98936 -0.69545 2.92382  0.269
H -2.43547 -1.06164 1.02413  0.419
H -2.84131 -0.35506 -1.25222  0.473
H -0.35668 1.56174 -4.48361  0.409
H 2.49974 1.06454 -1.41450  0.246
H 1.74484 -0.04688 0.48682  0.295


No. 4
C9H9N3 | the ωB97M-V functional and the def2-TZVPD basis

multiplicity	1
HOMO level	-8.83	eV
ΔE to the lowest compared entry with this formula, charge and spin	45.6	kcal/mol
Kohn-Sham gap	8.811	eV
LUMO energy	-0.022	eV
SMILES	Cc1nc2cccnc2nc1C

Last column: Mulliken charge in e.
CARTESIAN COORDINATES (ANGSTROEM)
C -2.44531 1.27407 0.16740  -1.381
C -1.13845 0.62200 0.04526  0.926
N -0.11459 1.28364 -0.07636  -0.546
C 1.15005 0.58532 -0.00292  0.564
C 2.30800 1.25436 -0.12931  -0.491
C 3.43178 0.52238 -0.04863  -0.245
C 3.35990 -0.83798 0.20561  -0.422
N 2.23184 -1.49091 0.06515  -0.558
C 1.10627 -0.87083 -0.05135  0.170
N -0.11158 -1.47936 0.00100  -0.593
C -1.17816 -0.80536 -0.09024  0.782
C -2.54192 -1.43186 -0.10135  -1.441
H -3.18969 1.11415 -0.64786  0.314
H -2.24378 2.37840 0.16237  0.352
H -2.86607 1.06707 1.18458  0.295
H 2.33634 2.37563 -0.25333  0.362
H 4.42780 0.88227 -0.26636  0.360
H 4.24198 -1.38270 0.19384  0.423
H -3.39248 -1.10698 -0.71697  0.388
H -2.43720 -2.42358 -0.51915  0.404
H -2.93473 -1.52973 0.87864  0.338


No. 5
C9H9N3O | the ωB97M-V functional and the def2-TZVPD basis

multiplicity	1
HOMO level	-7.99	eV
ΔE to the lowest compared entry with this formula, charge and spin	70.4	kcal/mol
Kohn-Sham gap	8.744	eV
LUMO energy	0.758	eV
SMILES	CNc1cncc(-c2ccoc2)n1

Last column: Mulliken charge in e.
CARTESIAN COORDINATES (ANGSTROEM)
C -1.05804 -4.04286 1.19616  -0.967
N -0.92451 -2.76365 0.43725  -0.207
C -0.22094 -1.64896 0.81265  0.400
C 0.48716 -1.54120 2.01533  -0.363
N 1.28288 -0.46416 2.07966  -0.602
C 1.37565 0.43455 1.14740  -0.310
C 0.34276 0.33100 0.08771  0.390
C 0.04888 1.57081 -0.67535  0.853
C 0.64911 2.77839 -0.75125  -0.810
C 0.05318 3.36400 -1.79033  -0.334
O -0.59745 2.54034 -2.57383  -0.325
C -0.50540 1.33052 -1.91416  -0.505
N -0.33150 -0.65708 -0.17260  -0.345
H -1.88483 -4.58732 0.80709  0.353
H -1.44695 -3.92203 2.23325  0.358
H -0.19884 -4.72481 1.46842  0.302
H -1.67947 -2.50486 -0.23384  0.279
H 0.54041 -2.43651 2.68747  0.346
H 2.08802 1.29976 0.97404  0.283
H 1.09552 3.42891 -0.01316  0.311
H 0.13908 4.31040 -2.24935  0.473
H -1.09565 0.55047 -2.26234  0.417


No. 6
C9H9N3O2 | the ωB97M-V functional and the def2-TZVPD basis

multiplicity	1
HOMO level	-9.62	eV
ΔE to the lowest compared entry with this formula, charge and spin	62.0	kcal/mol
Kohn-Sham gap	9.926	eV
LUMO energy	0.309	eV
SMILES	O=c1cc[nH]c(=O)[nH]1.c1ccncc1

Last column: Mulliken charge in e.
CARTESIAN COORDINATES (ANGSTROEM)
O 0.06764 -3.50902 -1.93256  -0.621
C 0.32700 -3.00639 -0.84146  0.565
C 1.52447 -3.05812 -0.08422  -0.519
C 1.60004 -2.45401 1.10149  -0.194
N 0.48941 -1.79591 1.68996  -0.118
C -0.69777 -1.43809 0.92215  0.164
O -1.64450 -0.78811 1.24589  -0.544
N -0.64375 -2.05529 -0.38805  -0.068
H 2.30772 -3.53756 -0.66078  0.378
H 2.38506 -2.51847 1.79029  0.439
H 0.67873 -1.26383 2.45793  0.237
H -1.53689 -1.77415 -0.93395  0.269
C -1.21033 3.72664 0.30363  -0.044
C -0.35226 4.39666 -0.59120  -0.642
C 0.73547 3.73382 -1.00438  -0.012
N 0.98532 2.44820 -0.91748  -0.546
C 0.04842 1.82229 -0.28720  -0.226
C -1.05477 2.38209 0.54016  -0.265
H -2.06116 4.24855 0.91676  0.251
H -0.37401 5.47931 -0.43551  0.318
H 1.42994 4.34119 -1.66121  0.317
H 0.25789 0.84897 -0.16913  0.561
H -1.81084 1.74471 1.14434  0.302


No. 7
C9H9N3O4 | the ωB97M-V functional and the def2-TZVPD basis

multiplicity	1
HOMO level	-10.28	eV
Kohn-Sham gap	9.842	eV
LUMO energy	-0.440	eV
SMILES	CCN1C(=O)c2[nH]nc(C(=O)OC)c2C1=O

Last column: Mulliken charge in e.
CARTESIAN COORDINATES (ANGSTROEM)
C 0.72063 0.09151 3.40001  -1.050
C -0.69171 0.37964 3.01376  -0.591
N -0.72693 0.79303 1.60445  0.096
C -0.38807 2.04651 1.14639  -0.222
O -0.35194 3.09890 1.76848  -0.624
C -0.01122 1.89476 -0.21905  0.221
N 0.41034 2.59906 -1.31406  0.079
N 0.45490 1.74650 -2.41252  -0.691
C 0.22540 0.50775 -2.00410  0.209
C 0.26296 -0.75071 -2.81962  0.105
O 0.48387 -0.64152 -4.01865  -0.554
O 0.10912 -1.96199 -2.14077  -0.240
C -0.05988 -3.12970 -2.99879  -0.647
C -0.08749 0.64157 -0.60665  1.439
C -0.62562 -0.09752 0.53877  0.293
O -0.84907 -1.28221 0.66985  -0.599
H 1.30737 0.99114 3.23396  0.295
H 0.73175 -0.13811 4.45334  0.394
H 1.13597 -0.70956 2.80474  0.296
H -1.33129 -0.49270 3.22871  0.328
H -1.14325 1.14003 3.62929  0.378
H 0.72271 3.59940 -1.30735  0.249
H -0.00552 -3.99794 -2.38239  0.260
H -1.03688 -3.12698 -3.52939  0.279
H 0.74386 -3.20084 -3.73842  0.296


No. 8
C9H9N3S | the ωB97M-V functional and the def2-TZVPD basis

multiplicity	1
HOMO level (spin up / spin down)	-8.81 / -8.81	eV
ΔE to the lowest compared entry with this formula, charge and spin	197.9	kcal/mol
Kohn-Sham gap (spin up / spin down)	6.948 / 6.946	eV
LUMO energy (spin up / spin down)	-1.862 / -1.863	eV

Last column: Mulliken charge in e.
CARTESIAN COORDINATES (ANGSTROEM)
C -0.87780 -1.07462 0.51087  -0.700
C 0.38939 -0.56568 0.15690  0.945
C -3.02645 0.69221 -0.50741  -0.089
C 0.51243 0.84251 -0.02664  0.296
C 1.59217 -1.30473 0.30557  0.648
C 1.87558 1.36845 -0.15202  0.333
C -4.09542 -0.34480 -0.52142  -0.778
C 1.42134 -2.77670 0.45026  -1.127
C 2.06201 2.85393 -0.10386  -1.168
N -0.62321 1.55753 0.03739  -0.588
N 2.74044 -0.78337 0.07136  -0.739
N 2.82837 0.54906 -0.14623  -0.347
S -1.73994 0.48531 0.61376  0.271
H -4.14386 -0.52139 -1.66955  0.291
H -5.00957 0.14999 -0.24712  0.330
H -3.84616 -1.29886 -0.09929  0.351
H 2.23867 -3.51820 0.26949  0.330
H 0.52966 -3.08728 -0.02850  0.366
H 1.14927 -2.82002 1.46109  0.383
H 2.86657 3.11686 0.55833  0.370
H 1.06089 3.26537 0.17653  0.312
H 2.09558 3.21444 -1.10949  0.310


Per-record E_tot, eV: -57599.2923; -16551.8044; -13948.1734; -13948.0719; -15993.4984; -18043.0637; -22138.3115; -24776.0148
Per-record M, u: 283.02; 177.18; 159.19; 159.19; 175.19; 191.19; 223.19; 191.26